{"formula": "Cl2S2", "method": "ωB97M-V/def2-TZVPD", "homo_lumo_gap_ev": 5.57, "mol_weight_g_mol": 135.040, "homo_ha": -0.2876, "de_lowest_ev": 4.203, "species": ["S", "S", "Cl", "Cl"], "xyz": [[-0.81, 0.94, -0.40], [-1.84, -0.38, 0.47], [0.64, -0.87, -0.46], [2.01, 0.31, 0.40]]}


{"formula": "Cl2Zn", "method": "ωB97M-V/def2-TZVPD", "homo_lumo_gap_ev": 5.30, "mol_weight_g_mol": 136.296, "homo_ha": -0.3806, "de_lowest_ev": 0.000, "species": ["Zn", "Cl", "Cl"], "xyz": [[1.29, 27.32, -10.04], [0.25, 30.06, -11.53], [4.23, 26.49, -9.32]]}


{"formula": "Cl3CoO20S2", "method": "ωB97M-V/def2-TZVPD", "homo_lumo_gap_ev": [4.85, 4.86], "mol_weight_g_mol": 549.406, "homo_ha": [0.1722, 0.1718], "total_charge": -5, "multiplicity": 4, "species": ["Co", "S", "O", "O", "O", "O", "S", "O", "O", "O", "O", "Cl", "O", "O", "O", "O", "Cl", "O", "O", "O", "O", "Cl", "O", "O", "O", "O"], "xyz": [[0.67, -1.07, 2.41], [2.22, -2.66, 0.62], [1.63, -3.06, 1.94], [3.62, -2.51, 0.49], [1.59, -3.81, -0.26], [1.51, -1.46, 0.18], [-1.66, -0.21, 3.68], [-1.43, -1.54, 3.10], [-0.27, 0.34, 3.66], [-2.61, 0.82, 3.08], [-2.34, -0.32, 4.95], [2.59, 1.23, 2.53], [3.14, 1.75, 3.76], [3.58, 1.79, 1.63], [2.62, -0.22, 2.72], [1.31, 1.63, 2.12], [-5.88, 2.05, -2.74], [-7.00, 2.68, -3.34], [-5.97, 2.62, -1.31], [-5.98, 0.49, -2.70], [-4.61, 2.29, -3.34], [2.57, -0.23, -4.55], [2.37, -0.49, -3.16], [3.98, -0.46, -5.04], [1.71, -0.89, -5.56], [2.64, 1.26, -4.87]]}


{"formula": "Cl3Cs2O12", "method": "ωB97M-V/def2-TZVPD", "homo_lumo_gap_ev": 4.08, "mol_weight_g_mol": 564.157, "homo_ha": -0.1749, "total_charge": -1, "de_lowest_ev": 1.282, "species": ["Cs", "Cs", "Cl", "O", "O", "O", "O", "Cl", "O", "O", "O", "O", "Cl", "O", "O", "O", "O"], "xyz": [[-21.86, 13.26, -8.33], [-17.89, 16.12, -8.81], [-20.61, 16.57, -11.85], [-20.29, 17.51, -10.77], [-21.02, 17.47, -12.98], [-19.57, 15.61, -12.32], [-21.71, 15.68, -11.27], [-19.97, 19.46, -6.34], [-19.59, 20.06, -7.60], [-18.98, 20.11, -5.44], [-21.33, 19.71, -6.13], [-19.58, 18.12, -6.41], [-15.92, 20.70, -9.78], [-17.01, 20.80, -10.75], [-15.80, 19.32, -9.61], [-14.68, 21.22, -10.23], [-16.26, 21.13, -8.47]]}


{"formula": "Cl3FO12Sr", "method": "ωB97M-V/def2-TZVPD", "homo_lumo_gap_ev": 7.39, "mol_weight_g_mol": 404.965, "homo_ha": -0.1218, "total_charge": -2, "de_lowest_ev": 0.321, "species": ["Sr", "F", "Cl", "O", "O", "O", "O", "Cl", "O", "O", "O", "O", "Cl", "O", "O", "O", "O"], "xyz": [[-6.85, 0.79, 5.09], [-6.85, 2.46, 3.26], [-6.00, 3.73, 7.21], [-4.88, 3.52, 6.35], [-5.56, 3.54, 8.46], [-6.34, 5.14, 7.12], [-7.03, 2.80, 7.06], [-9.13, -1.36, 7.48], [-9.35, -1.20, 8.88], [-10.50, -1.34, 6.98], [-8.55, -0.15, 6.98], [-8.29, -2.53, 7.17], [-4.10, -0.54, 7.63], [-4.50, 0.25, 6.51], [-4.40, -1.95, 7.48], [-2.71, -0.73, 7.44], [-4.57, -0.13, 8.89]]}


{"formula": "Cl3O12Pb2", "method": "ωB97M-V/def2-TZVPD", "homo_lumo_gap_ev": [3.33, 8.51], "mol_weight_g_mol": 712.747, "homo_ha": [-0.2921, -0.3869], "multiplicity": 2, "species": ["Pb", "Pb", "Cl", "O", "O", "O", "O", "Cl", "O", "O", "O", "O", "Cl", "O", "O", "O", "O"], "xyz": [[-0.80, -1.69, 3.24], [-2.66, 2.41, 0.80], [-0.07, -0.19, -0.74], [1.19, 0.45, -0.91], [-0.36, -1.11, -1.70], [-0.22, -0.71, 0.67], [-1.05, 0.85, -0.80], [-4.15, -1.23, 2.07], [-4.44, -2.05, 3.28], [-4.10, 0.19, 2.46], [-2.87, -1.54, 1.57], [-5.03, -1.26, 0.94], [4.92, 1.15, -2.16], [5.37, 1.88, -3.26], [5.35, 1.70, -1.06], [3.45, 1.26, -2.38], [5.47, -0.11, -2.03]]}


{"formula": "Cl3O2P", "method": "ωB97M-V/def2-TZVPD", "homo_lumo_gap_ev": [5.78, 6.86], "mol_weight_g_mol": 169.331, "homo_ha": [-0.2692, -0.3784], "multiplicity": 3, "de_lowest_ev": 3.706, "species": ["O", "O", "P", "Cl", "Cl", "Cl"], "xyz": [[-2.62, -0.49, -0.90], [1.39, -0.43, 0.86], [0.15, 0.55, 1.09], [-1.32, -0.75, -0.10], [1.95, -0.89, -0.82], [0.45, 2.01, -0.13]]}


{"formula": "Cl3OPS", "method": "ωB97M-V/def2-TZVPD", "homo_lumo_gap_ev": [7.02, 7.02], "mol_weight_g_mol": 185.399, "homo_ha": [-0.3100, -0.3101], "de_lowest_ev": 2.159, "species": ["O", "P", "S", "Cl", "Cl", "Cl"], "xyz": [[1.56, 0.84, -0.70], [-0.81, -0.39, 0.18], [1.33, -0.45, -0.03], [-2.11, -1.92, 0.00], [-1.15, 0.79, -1.44], [-1.75, 0.83, 1.65]]}


{"formula": "Cl4H2NaO", "method": "ωB97M-V/def2-TZVPD", "homo_lumo_gap_ev": 4.18, "mol_weight_g_mol": 182.817, "homo_ha": 0.0726, "total_charge": -3, "de_lowest_ev": 0.692, "species": ["Na", "Cl", "Cl", "Cl", "Cl", "O", "H", "H"], "xyz": [[-3.69, -25.37, -3.94], [-2.33, -27.06, -1.93], [-5.18, -23.79, -5.79], [-2.58, -22.92, -2.89], [-1.33, -25.77, -5.70], [-5.56, -25.04, -2.25], [-6.13, -25.70, -1.85], [-5.28, -24.50, -1.51]]}


{"formula": "Cl4Pt", "method": "ωB97M-V/def2-TZVPD", "homo_lumo_gap_ev": [6.94, 7.15], "mol_weight_g_mol": 336.890, "homo_ha": [-0.0310, -0.0387], "total_charge": -2, "multiplicity": 3, "de_lowest_ev": 0.000, "species": ["Pt", "Cl", "Cl", "Cl", "Cl"], "xyz": [[-0.25, -0.12, -0.20], [-0.27, -2.26, 1.02], [-0.79, 1.19, 1.92], [2.22, 0.32, -0.45], [-0.91, 0.87, -2.28]]}


{"formula": "Cl5F2Zn2", "method": "ωB97M-V/def2-TZVPD", "homo_lumo_gap_ev": 7.52, "mol_weight_g_mol": 346.041, "homo_ha": -0.0029, "total_charge": -3, "species": ["Zn", "Zn", "F", "F", "Cl", "Cl", "Cl", "Cl", "Cl"], "xyz": [[-29.73, -5.98, 4.58], [-29.02, -4.88, 1.02], [-29.07, -5.90, 2.67], [-31.64, -5.58, 4.17], [-26.72, -4.63, 0.21], [-29.96, -6.07, -0.72], [-29.01, -8.03, 5.59], [-30.42, -2.86, 1.19], [-28.46, -4.00, 5.47]]}


{"formula": "Cl5NP2", "method": "ωB97M-V/def2-TZVPD", "homo_lumo_gap_ev": 9.24, "smiles": "ClP(Cl)N=P(Cl)(Cl)Cl", "mol_weight_g_mol": 253.220, "homo_ha": -0.3503, "de_lowest_ev": 0.000, "species": ["Cl", "P", "Cl", "N", "P", "Cl", "Cl", "Cl"], "xyz": [[0.24, 2.21, 1.69], [0.55, 1.95, -0.32], [2.52, 1.46, -0.14], [-0.11, 0.46, -0.59], [-0.60, -0.95, -0.19], [-1.66, -1.51, -1.75], [0.70, -2.56, -0.09], [-1.65, -1.06, 1.39]]}